Entry from OMol25: a molecular structure, C44H118CaF3N8O18 (ωB97M-V/def2-TZVPD).

Geometry as XYZ:
```
192
Properties=species:S:1:pos:R:3:forces:R:3
Ca 1.34497 4.63905 -0.90734 -1.600 -2.556 -0.230
C -0.19108 1.51712 -0.18921 -0.758 3.316 -1.577
O 0.70020 1.65979 0.92651 -0.128 0.594 -1.624
O -0.10787 2.73119 -0.93116 0.843 -1.642 0.622
C 0.10410 0.19735 -1.00035 0.397 4.175 1.390
F 1.40677 0.14248 -1.02545 2.468 -0.175 -1.888
F -0.22273 -0.82175 -0.26549 -1.568 -2.184 0.791
F -0.45795 0.15518 -2.20586 0.246 -0.356 0.168
C 0.54687 0.77798 1.97231 -0.380 -1.341 0.774
C 1.51789 1.10584 3.03106 1.508 0.311 1.142
H 1.26054 2.01257 3.57853 -0.068 0.120 0.027
H 1.67091 0.32309 3.77402 -0.518 -0.198 -0.140
H 2.52869 1.23088 2.64278 0.119 0.174 -0.341
H 0.71751 -0.24786 1.64574 -0.166 -0.148 0.151
H -0.43601 0.86332 2.43575 -0.544 -0.214 -0.277
H -1.22376 1.41678 0.14488 -0.287 -0.164 0.579
C -1.37356 2.94084 -4.60466 -1.582 -0.756 0.043
C -2.88613 3.08620 -4.23377 1.511 1.416 -1.638
C -3.12490 3.09898 -2.74490 0.671 -1.169 -0.490
O -4.48422 2.91809 -2.48325 -0.725 0.478 2.276
C -4.81513 3.15885 -1.05853 -0.052 0.823 -1.536
N -3.25160 4.40882 -4.87316 -0.404 -0.951 1.351
H -1.07768 1.89319 -4.54995 0.413 0.058 0.677
H -0.82604 3.64130 -3.97406 0.428 -0.246 -0.187
H -1.30118 3.14374 -5.67316 0.230 0.501 0.072
H -3.44514 2.29678 -4.73618 -0.092 -0.275 0.397
H -2.67458 3.96686 -2.26313 -0.218 0.262 -0.208
H -2.58617 2.23393 -2.35819 0.323 -0.150 0.301
H -4.72495 4.22360 -0.84339 -0.497 0.523 -0.463
H -4.14845 2.82194 -0.26473 0.284 -1.365 -0.500
H -5.85241 2.84120 -0.95245 0.290 -0.075 0.240
H -3.27369 4.26685 -5.87288 0.024 0.029 -0.228
H -4.21824 4.49118 -4.59222 -0.468 0.644 -0.182
C 2.92385 -5.12323 3.61319 -0.772 0.701 -0.361
C 2.41098 -3.65987 3.72631 -0.706 -2.179 1.045
C 1.06365 -3.56022 4.52494 1.423 -0.119 -0.503
O 0.59279 -2.30778 4.17712 -1.833 1.521 0.052
C -0.54703 -1.89327 4.93692 0.355 0.248 -0.385
N 3.38649 -2.89390 4.42919 0.250 0.716 0.504
H 2.11059 -5.71421 3.19195 0.142 -0.300 -0.243
H 3.19977 -5.56767 4.56946 -0.029 0.314 0.106
H 3.79032 -5.14573 2.95227 -0.020 -0.146 -0.022
H 2.28743 -3.23401 2.73058 -0.657 -0.242 -0.370
H 1.26907 -3.52249 5.59474 0.363 -0.481 0.326
H 0.30054 -4.32137 4.36233 0.115 -0.353 -0.412
H -0.77849 -0.88748 4.58634 -0.065 -0.021 0.204
H -0.36160 -1.90552 6.01096 0.449 0.224 0.225
H -1.44882 -2.49759 4.83860 0.039 -0.391 -0.592
H 2.93641 -2.06597 4.79262 0.127 0.172 0.119
H 4.04199 -2.55734 3.73844 0.390 -0.034 0.332
C 3.04572 -2.14268 -1.10548 0.340 -1.694 0.993
C 3.63449 -3.57164 -0.72369 -0.896 0.847 0.633
C 2.53606 -4.62499 -0.47722 0.708 -0.095 -0.274
O 3.08973 -5.93087 -0.20363 -0.432 0.558 0.153
C 2.07859 -6.92651 0.06887 0.351 0.617 -0.798
N 4.53738 -4.00345 -1.74253 0.313 -0.615 -0.643
H 3.87090 -1.43119 -1.07441 -0.024 0.051 -0.324
H 2.31590 -1.80286 -0.37064 0.030 -0.199 0.072
H 2.56729 -2.17110 -2.08446 0.189 -0.025 -0.049
H 4.14431 -3.51604 0.23813 0.154 0.425 0.400
H 1.94796 -4.65888 -1.39434 -0.477 -0.210 -0.004
H 1.97219 -4.27833 0.38879 -0.418 -0.046 -0.040
H 2.55785 -7.90432 0.02104 0.072 0.163 0.171
H 1.31987 -6.88440 -0.71258 -0.144 -0.068 -0.110
H 1.56157 -6.78799 1.01839 0.227 0.155 0.206
H 4.66855 -4.99233 -1.58440 0.175 -0.359 -0.267
H 5.45232 -3.59320 -1.62136 0.080 0.207 -0.045
C 3.54417 3.34592 -4.65543 1.186 -1.483 -1.058
C 2.79715 3.34855 -3.36743 1.292 -0.127 0.111
C 3.69937 3.02506 -2.17993 -0.165 -0.865 0.190
O 2.98228 3.07902 -0.92903 1.157 -0.056 0.386
C 3.87948 2.95037 0.19150 0.480 -0.794 0.046
N 2.18811 4.66558 -3.24367 -1.231 0.509 0.253
H 4.37830 4.04647 -4.69492 -0.102 0.130 -0.085
H 2.89812 3.41746 -5.53042 -0.311 0.736 0.162
H 3.92541 2.34530 -4.85923 0.544 -0.144 0.264
H 2.11868 2.50269 -3.47836 -0.945 0.579 0.565
H 4.58373 3.65183 -2.06524 0.112 0.319 -0.402
H 4.02306 1.99118 -2.30002 0.249 -0.052 -0.092
H 4.42071 2.01157 0.30913 -0.452 -0.831 -0.928
H 3.33290 2.93269 1.13439 -0.204 0.903 -0.212
H 4.74431 3.60409 0.07825 -0.417 0.915 0.386
H 2.85728 5.41949 -3.18088 1.056 -0.154 0.343
H 1.88310 4.87049 -4.18446 -1.097 0.034 -0.094
C -0.80690 -4.23334 1.16344 -0.643 0.414 0.214
C -1.11445 -4.40492 -0.32890 1.672 -1.231 0.272
C -1.97771 -5.64370 -0.57653 -2.162 0.180 -0.797
O -1.49865 -6.85487 -0.02532 0.585 0.546 0.719
C -2.35965 -7.98753 0.04536 -0.133 0.449 -0.818
N -1.58708 -3.17401 -0.98586 -0.843 -0.507 0.470
H -0.23116 -3.33094 1.36907 0.297 0.035 -0.129
H -0.29768 -5.08886 1.60717 0.182 -0.043 -0.415
H -1.70509 -4.12496 1.77139 -0.374 0.014 -0.156
H -0.17106 -4.72359 -0.77226 0.399 0.267 -0.098
H -2.17862 -5.77618 -1.63963 0.745 -0.079 -0.658
H -3.00667 -5.39659 -0.31523 -0.338 -0.135 1.122
H -3.15396 -7.94190 0.79041 0.203 0.380 0.416
H -1.73404 -8.86320 0.21829 0.001 0.183 0.081
H -2.88317 -8.11978 -0.90150 0.057 -0.104 -0.307
H -1.53433 -3.21383 -1.99370 0.001 -0.336 -0.127
H -1.06278 -2.35554 -0.71143 0.083 -0.534 0.141
C -2.17738 5.73035 -0.39844 -0.729 -0.742 0.087
C -0.92631 6.60346 -0.34599 -2.080 -0.688 0.572
C -0.13164 6.35800 0.96519 -0.967 0.080 -0.920
O 0.12933 4.94593 1.03917 0.725 1.278 -0.734
C 0.93017 4.62745 2.14278 -0.070 -0.772 1.918
N -0.15555 6.31881 -1.54803 0.868 1.015 -0.421
H -2.02332 4.65541 -0.49266 0.914 -0.106 0.504
H -2.77830 5.85943 -1.29863 -0.019 0.923 -0.037
H -2.82526 5.85210 0.46963 0.053 0.293 -0.039
H -1.28567 7.62426 -0.47605 0.169 0.271 0.939
H -0.68268 6.65148 1.85868 -0.222 0.173 -0.122
H 0.77021 6.96921 0.93069 0.565 -0.130 0.165
H 0.28107 4.60765 3.01821 -0.017 -0.055 0.265
H 1.73709 5.30996 2.40954 0.089 0.536 -0.563
H 1.35879 3.62790 2.07003 -0.312 0.016 -0.519
H -0.77982 6.21741 -2.33549 -0.399 -0.598 -0.145
H 0.24693 7.21791 -1.77103 0.747 0.179 -0.293
C -3.89643 -2.19285 -7.18976 -0.368 -0.510 0.130
C -4.74479 -1.09740 -6.62190 0.078 1.503 -0.074
C -4.21592 -0.41619 -5.35221 0.160 -0.071 0.092
O -4.14053 -1.33796 -4.29416 -0.017 -0.595 0.821
C -3.34557 -0.96788 -3.16049 0.110 -0.245 -0.788
N -4.83706 -0.06254 -7.65975 0.184 0.251 -0.064
H -2.94260 -1.89257 -7.62351 0.148 0.323 0.546
H -4.45316 -2.56522 -8.04970 -0.043 -0.578 0.096
H -3.80910 -2.93859 -6.39961 0.326 -0.357 -0.404
H -5.75292 -1.46843 -6.43725 0.014 -0.417 0.476
H -4.85983 0.42389 -5.09193 -0.477 0.119 0.137
H -3.25073 0.05839 -5.52909 0.487 -0.201 -0.317
H -3.31865 -1.74634 -2.39801 -0.718 -0.200 -0.287
H -3.69226 -0.05396 -2.67816 0.000 0.250 -0.127
H -2.30423 -0.90460 -3.47625 0.212 0.565 -0.153
H -5.18939 -0.51450 -8.49143 -0.003 0.130 -0.271
H -5.50621 0.65601 -7.42303 -0.157 0.083 0.127
C -3.61561 4.02721 2.38681 1.954 -0.370 -0.514
C -3.80455 2.77763 3.27493 1.255 -0.193 -0.586
C -2.60637 2.55560 4.32437 -1.315 0.404 -0.031
O -2.65860 1.34174 5.08569 -0.785 -0.025 -0.515
C -1.60497 1.27544 6.02037 0.165 0.902 0.022
N -5.08751 2.95470 3.87818 -0.656 -0.668 1.798
H -2.73801 3.98067 1.74203 0.429 -0.670 -0.074
H -3.35981 4.92487 2.94973 -0.716 0.047 0.480
H -4.38300 4.23507 1.64115 -0.608 -0.154 0.611
H -3.89320 1.83339 2.73767 0.765 0.003 -0.846
H -2.68976 3.39703 5.01222 0.208 0.275 0.229
H -1.62510 2.57040 3.85004 0.071 0.277 -0.533
H -1.66411 2.07429 6.75959 -0.288 0.263 0.162
H -0.66857 1.46708 5.49641 0.470 -0.360 -0.063
H -1.56537 0.34804 6.59173 -0.317 -0.164 -0.544
H -5.81445 2.81263 3.19155 -0.042 0.449 -0.502
H -5.18015 2.08521 4.38365 -0.473 -0.097 0.979
C 0.84892 -1.53676 -4.69605 1.376 1.508 1.464
C 1.98298 -0.50366 -5.12870 -1.065 -1.555 0.531
O 1.83483 -0.31067 -6.51004 -0.293 0.557 -0.612
O 1.18209 -2.78243 -5.18204 -0.276 -0.793 -1.037
H -0.17934 -1.28500 -4.95563 0.078 0.600 -0.312
H 0.86394 -1.64351 -3.61139 0.064 0.326 0.221
H 2.92882 -0.98675 -4.88354 0.059 -0.215 -0.030
H 1.97220 0.41884 -4.54822 -0.427 0.375 -0.108
H 2.63491 -0.44215 -7.02403 0.135 -0.077 0.348
H 0.79527 -2.74849 -6.06001 0.306 -0.727 -0.409
C 2.34240 -0.58888 7.67341 -0.968 1.621 0.799
C 2.59757 0.14382 6.34553 -1.132 -0.832 1.969
O 3.78180 -0.38322 5.88792 1.840 -0.060 -1.508
O 3.26764 -0.22767 8.70806 -0.351 -0.205 -0.658
H 2.21985 -1.66475 7.54854 0.582 -0.138 -0.330
H 1.37136 -0.26097 8.04443 -0.137 0.128 0.214
H 2.68901 1.22705 6.42530 -0.402 0.100 0.355
H 1.73150 -0.10953 5.73411 0.236 -0.038 -0.534
H 4.47539 0.22275 6.15872 0.194 -0.128 -0.158
H 4.15297 -0.40400 8.38139 0.156 -0.245 0.039
C -2.98338 -1.16293 2.22764 -1.029 1.402 -0.346
C -3.42638 -0.66215 0.80449 1.373 -2.944 0.515
O -3.96775 -1.84865 0.17932 -1.927 1.168 0.430
O -4.20005 -1.34440 3.00901 1.432 0.100 -0.365
H -2.35874 -0.41009 2.70843 -0.276 0.205 0.371
H -2.37641 -2.06805 2.20665 -0.190 -0.129 -0.352
H -2.59148 -0.39745 0.15567 0.192 0.688 0.367
H -4.13909 0.15279 0.93103 -0.244 -0.315 -0.331
H -3.29134 -2.39632 -0.22579 0.858 -0.038 -0.148
H -4.59886 -2.13444 2.63700 -0.283 -0.109 -0.109
C 5.95228 -0.78977 0.70102 -0.848 1.205 -0.091
C 5.06971 -0.99296 1.91123 -0.488 0.361 -1.069
O 5.49726 -1.99718 2.74497 0.964 -0.610 0.876
O 7.05828 -0.00746 0.98029 2.193 0.681 1.242
H 5.34502 -0.14571 0.06501 -0.396 -0.808 -0.918
H 6.31280 -1.73834 0.30309 -0.523 -0.080 -0.348
H 4.08907 -1.26374 1.51991 -0.321 0.029 0.106
H 5.00604 -0.07918 2.50203 -0.263 0.463 -0.360
H 5.97711 -1.51514 3.42245 0.362 -0.689 0.409
H 7.13684 0.81872 0.49774 -0.339 -0.351 -0.150
```
Positions in Å, forces in eV/Å.

Its total energy is -122895.94503 eV. The lowest unoccupied orbital energy is -3.52 eV. Its relative energy (zero: lowest compared OMol25 entry of this formula, charge and spin) is 74.4 kcal per mole. The spin multiplicity is 1. As for the charge: +1. The HOMO-LUMO gap comes out at 6.573 eV.

Atomic partial charges in e from the Mulliken method, atoms 1 to 5:
1. Ca 1.209
2. C -0.397
3. O 1.440
4. O -0.009
5. C -0.604